The following is a quantum chemistry calculation of a structure of composition H22O11 in a non-equilibrium geometry, from OMol25.

```
33
Properties=species:S:1:pos:R:3:forces:R:3:lowdin_charge:R:1
H 0.9806 1.0964 -1.4356 -0.143 0.243 -0.100 0.09
H 0.4909 0.1719 -0.3330 -1.356 0.643 1.208 0.04
H -0.5270 3.0360 0.9787 0.668 -0.031 0.228 0.02
H 0.1700 1.8141 1.5542 -0.004 0.427 -0.095 0.00
H 2.5664 -0.6200 -2.8265 0.374 -0.737 -1.199 0.08
H 2.9758 -0.9473 -1.3999 -0.264 -0.463 -0.482 0.07
H 0.1944 -1.0338 2.1010 -0.067 -0.116 -0.019 0.02
H -0.6202 -0.3435 3.1826 0.068 -0.016 0.054 0.02
H -3.3462 -1.2855 3.3851 -0.086 -0.017 -0.042 0.04
H -3.0148 -0.4112 2.1869 -0.010 0.019 -0.079 -0.01
H 0.0346 -1.6504 -1.4755 0.341 0.082 -0.061 0.01
H 0.6445 -2.8143 -0.7118 -0.087 0.092 -0.113 0.03
H -3.3178 0.6476 -1.4742 -0.201 0.070 -0.161 -0.01
H -4.6205 0.4706 -0.7114 -0.106 -0.045 -0.053 0.04
H 3.4518 -2.2015 0.9901 0.091 0.063 0.030 0.04
H 3.7116 -3.3465 0.0249 0.121 0.024 -0.024 0.04
H 3.0247 1.3337 -0.4352 0.382 0.592 0.590 0.07
H 4.2738 0.5748 -0.8520 0.860 0.542 0.368 0.07
H -2.1278 2.0662 1.8806 -0.088 -0.090 0.162 0.08
H -1.9575 1.8416 0.3870 -0.225 -0.143 -0.081 0.05
H -1.6469 0.5983 -3.1618 0.032 0.063 -0.131 0.06
H -1.3193 0.7349 -1.6839 0.367 -0.145 -0.087 0.00
O 1.1609 0.2446 -1.0221 -9.279 3.863 6.549 -0.12
O 0.2627 2.7691 1.4625 1.152 0.803 0.055 -0.08
O 2.3809 -0.3862 -1.9101 1.845 -13.339 -13.240 -0.21
O -0.0140 -1.0793 3.0409 -0.065 0.136 -0.107 -0.05
O -3.7285 -0.6224 2.7993 0.184 0.042 0.039 -0.06
O -0.1904 -2.3556 -0.8582 -0.122 -0.082 0.194 -0.06
O -4.2684 0.7870 -1.5511 0.154 -0.011 0.243 -0.05
O 3.9896 -2.4463 0.2286 -0.261 -0.008 -0.059 -0.04
O 3.3439 0.6901 -1.0777 7.578 8.490 6.494 -0.11
O -1.7185 1.4698 1.2435 -1.545 -0.945 -0.264 -0.07
O -1.2390 1.1970 -2.5260 -0.308 -0.004 0.185 -0.04
```
Forces are in eV/Å.

## Properties
- frontier orbital gap (eV) = 7.226
- F_max (hartree/bohr) = 0.3672
- highest occupied orbital energy (eV) = -7.56
- electronic energy (eV) = -22870.2163
- relative energy (zero: lowest compared OMol25 entry of this formula, charge and spin) (kcal per mole) = 260.5